Below is a structure of composition C37H53NS4SbSi3SnTe, with properties calculated with ωB97M-V with the def2-TZVPD basis set.

Results
- total charge = -1
- M (g mol⁻¹) = 1092.435
- energy relative to the best compared isomer or geometry (same formula, charge and spin) (kcal/mol) = 104.4
- E (eV) = -127356.5338
- lowest unoccupied orbital energy (eV) = 1.48
- HOMO energy (hartree) = -0.0837
- multiplicity = 1

The geometry in XYZ format:
```
101
C37H53NS4SbSi3SnTe ωB97M-V with the def2-TZVPD basis set
Sn 10.77685 -20.17845 -4.57735
S 9.32549 -21.68760 -3.19348
C 7.91222 -20.60058 -3.15714
C 6.66354 -21.25462 -3.06896
C 5.51401 -20.56236 -2.91851
C 5.52346 -19.13425 -2.92024
C 6.71433 -18.47232 -3.18774
C 7.98998 -19.19823 -3.31046
S 9.54312 -18.31434 -3.49614
C 11.64046 -16.95381 -10.63136
C 10.98438 -16.96045 -9.29162
C 9.65502 -17.57731 -9.18672
C 9.04284 -17.45898 -7.93142
C 9.67197 -17.09373 -6.79810
C 11.03811 -16.94124 -6.88560
C 11.84422 -16.80942 -5.71939
S 12.70106 -18.34670 -5.18607
C 12.93660 -19.10790 -6.84116
C 14.17462 -18.89905 -7.44199
C 14.37018 -19.25708 -8.75052
C 13.26662 -19.74490 -9.46148
C 12.08377 -19.97833 -8.87879
C 11.93779 -19.79625 -7.50464
S 10.34090 -20.43343 -7.01550
N 11.60484 -16.76034 -8.17745
H 6.74446 -22.33272 -3.01404
H 4.60378 -21.02062 -2.71730
H 4.50416 -18.71925 -3.03275
H 6.71704 -17.41392 -3.42329
H 10.85896 -17.30737 -11.46013
H 12.53745 -16.52343 -10.59003
H 9.12911 -17.80978 -10.07360
H 8.00458 -17.86744 -7.91469
H 9.22686 -17.24271 -5.83617
H 11.22997 -16.61726 -4.80721
H 12.74429 -16.20136 -5.93786
H 15.03626 -18.45032 -6.86081
H 15.32984 -18.98850 -9.19335
H 13.30130 -19.94578 -10.48664
H 11.29905 -20.39363 -9.53217
C 10.16070 -25.91015 -0.56521
C 11.09470 -24.99399 -1.31780
C 11.14848 -24.84736 -2.64577
C 11.86116 -23.86766 -3.33038
C 11.75370 -23.94207 -4.80881
C 12.55955 -22.93945 -2.61132
Te 13.27525 -21.17427 -3.72110
C 12.65606 -23.14756 -1.24366
C 13.52569 -22.26058 -0.37058
C 11.94041 -24.18759 -0.60556
H 9.59675 -26.42156 -1.36924
H 9.52272 -25.25062 0.04880
H 10.68599 -26.67569 0.08897
H 10.42533 -25.38449 -3.27192
H 12.71469 -23.55795 -5.22257
H 10.95728 -23.34132 -5.23419
H 11.69600 -25.02623 -5.15624
H 13.28978 -21.16615 -0.51419
H 14.57633 -22.47806 -0.54988
H 13.35413 -22.56562 0.65170
H 12.04058 -24.29052 0.45627
C 8.21779 -15.00625 3.50964
Si 9.88103 -15.20255 2.65974
C 10.89780 -16.12384 3.99530
C 10.69768 -13.57822 2.37959
Sb 9.66853 -16.60165 0.43695
Si 9.31147 -19.02963 1.38993
C 9.63993 -20.25439 0.07971
C 7.55842 -18.95418 2.15057
C 10.33260 -19.70471 2.79655
Si 12.16121 -16.71621 -0.00942
C 13.04856 -15.17057 0.52549
C 12.39744 -17.09776 -1.84228
C 12.93656 -18.23207 0.79615
H 8.35972 -14.67891 4.56630
H 7.87412 -15.98221 3.64632
H 7.38755 -14.43371 3.06432
H 11.16145 -15.46965 4.78554
H 11.83904 -16.33042 3.46378
H 10.43132 -17.02489 4.41503
H 10.79978 -13.17591 3.38023
H 10.19056 -12.91277 1.75127
H 11.71691 -13.75289 2.07129
H 9.27337 -19.96900 -0.92890
H 9.18735 -21.22969 0.35988
H 10.71165 -20.47791 0.04878
H 7.19544 -19.89321 2.61338
H 6.79330 -18.67233 1.40408
H 7.57335 -18.20137 2.95402
H 11.43196 -19.75016 2.66928
H 10.00256 -20.72154 3.10026
H 10.36318 -19.07111 3.65505
H 12.62753 -14.28502 0.17881
H 14.04805 -15.19780 0.02210
H 13.11295 -15.22733 1.64417
H 11.49085 -17.60171 -2.31096
H 13.24799 -17.67315 -2.12870
H 12.43866 -16.11231 -2.36829
H 12.96057 -18.06979 1.89078
H 13.93584 -18.39649 0.48124
H 12.40195 -19.16641 0.57217
```